ORCA calculation (ωB97M-V with the def2-TZVPD basis set) on C54H43CrN16O2S3 as an isolated structure in a non-equilibrium geometry.

The total energy comes out at -5348.86431 Eh. For the largest force on an atom, the calculation gives 1.154 eV Å⁻¹. Its HOMO-LUMO gap (alpha / beta) is 6.1 / 6.3 eV. The energy above the lowest of the compared OMol25 structures with the same formula, charge and spin is 0.7204 eV. Its HOMO energy (alpha / beta) is -6.87 / -7.06 eV. The multiplicity is 2. As for the charge: 0.

Cartesian coordinates (Å):
Cr: 1.352 1.596 0.406
N: -0.178 2.741 -0.075
S: -1.427 3.451 -0.102
N: -2.734 2.660 -0.770
S: -3.484 1.572 0.023
N: -2.755 0.517 0.859
S: -1.394 -0.357 0.395
N: -0.083 0.194 0.516
C: -1.790 -0.872 -1.281
C: -2.593 -1.955 -1.612
C: -2.810 -2.243 -2.953
C: -2.232 -1.455 -3.940
C: -1.422 -0.381 -3.594
C: -1.192 -0.086 -2.259
C: -1.669 -1.763 1.439
C: -0.523 -2.266 2.030
C: -0.638 -3.367 2.866
C: -1.881 -3.938 3.100
C: -3.025 -3.409 2.512
C: -2.925 -2.307 1.679
C: -4.539 0.846 -1.201
C: -4.509 1.259 -2.520
C: -5.361 0.642 -3.428
C: -6.223 -0.358 -3.007
C: -6.250 -0.749 -1.673
C: -5.405 -0.146 -0.760
C: -4.652 2.267 1.158
C: -4.824 1.727 2.421
C: -5.791 2.280 3.250
C: -6.567 3.340 2.805
C: -6.380 3.866 1.532
C: -5.416 3.330 0.697
C: -1.962 4.056 1.489
C: -1.616 3.279 2.585
C: -1.965 3.719 3.854
C: -2.654 4.914 4.007
C: -3.004 5.676 2.899
C: -2.655 5.254 1.627
C: -1.424 4.897 -1.122
C: -2.354 5.137 -2.125
C: -2.220 6.286 -2.891
C: -1.168 7.163 -2.653
C: -0.243 6.902 -1.651
C: -0.369 5.764 -0.872
H: -3.026 -2.583 -0.845
H: -3.425 -3.092 -3.225
H: -2.404 -1.688 -4.983
H: -0.956 0.222 -4.363
H: -0.540 0.725 -1.962
H: 0.424 -1.770 1.851
H: 0.247 -3.771 3.341
H: -1.964 -4.794 3.757
H: -3.994 -3.847 2.714
H: -3.808 -1.864 1.236
H: -3.815 2.032 -2.821
H: -5.346 0.945 -4.466
H: -6.881 -0.837 -3.720
H: -6.933 -1.522 -1.346
H: -5.417 -0.425 0.288
H: -4.190 0.910 2.742
H: -5.931 1.884 4.247
H: -7.321 3.764 3.455
H: -6.984 4.697 1.192
H: -5.245 3.733 -0.295
H: -1.071 2.353 2.446
H: -1.673 3.133 4.715
H: -2.910 5.262 5.000
H: -3.539 6.609 3.027
H: -2.908 5.849 0.759
H: -3.155 4.435 -2.301
H: -2.933 6.494 -3.678
H: -1.062 8.050 -3.264
H: 0.593 7.567 -1.481
H: 0.363 5.543 -0.101
C: 10.351 -9.208 -0.717
O: 8.946 -9.367 -0.669
C: 8.186 -8.240 -0.697
C: 8.700 -6.949 -0.772
C: 7.836 -5.863 -0.800
C: 6.462 -6.049 -0.759
C: 5.958 -7.347 -0.698
C: 6.806 -8.433 -0.658
N: 5.514 -4.990 -0.835
N: 5.989 -3.882 -0.534
C: 5.113 -2.782 -0.512
C: 5.592 -1.707 0.195
C: 4.830 -0.564 0.447
C: 3.549 -0.464 -0.038
O: 2.784 0.542 0.285
C: 3.064 -1.491 -0.932
N: 1.885 -1.248 -1.554
C: 1.404 -2.164 -2.355
C: 2.061 -3.378 -2.618
C: 3.269 -3.622 -2.028
C: 3.827 -2.668 -1.143
H: 10.771 -10.209 -0.684
H: 10.717 -8.636 0.139
H: 10.665 -8.715 -1.641
H: 9.766 -6.782 -0.814
H: 8.224 -4.855 -0.861
H: 4.883 -7.478 -0.672
H: 6.427 -9.446 -0.605
H: 6.593 -1.792 0.602
H: 5.213 0.242 1.059
H: 0.458 -1.934 -2.841
H: 1.620 -4.099 -3.295
H: 3.808 -4.531 -2.240
N: 2.327 4.042 2.530
C: 1.852 2.869 3.071
N: 1.729 2.650 4.364
N: 1.191 1.409 4.440
N: 1.001 0.915 3.268
N: 1.417 1.832 2.353
C: 2.528 4.238 1.181
N: 2.850 5.396 0.640
N: 2.917 5.128 -0.691
N: 2.631 3.897 -0.922
N: 2.395 3.283 0.264
H: 2.651 4.751 3.163